This record from OMol25 describes a structure of composition C18H30ClN3O6S. The level of theory is wB97M-V/def2-TZVPD.

The geometry in ORCA input format:
```
! wB97M-V def2-TZVPD RIJCOSX def2/J DEFGRID3
* xyz 0 1
C -2.03 -2.28 -3.33
C -2.18 -1.02 -2.44
C -1.00 -0.88 -1.52
C 0.10 0.01 -1.86
O -0.06 0.68 -3.04
C -0.02 2.11 -3.00
C -0.92 2.76 -1.95
C -2.39 2.78 -2.33
O -0.41 4.08 -1.77
C 1.25 0.10 -1.12
C 2.42 0.96 -1.50
C 2.50 2.34 -0.84
C 2.61 2.38 0.68
Cl 4.24 1.90 1.24
C 1.31 -0.74 0.03
N 2.35 -0.86 0.86
S 1.96 -1.93 1.97
N 0.46 -2.31 1.51
C 0.23 -1.60 0.41
C -0.91 -1.62 -0.41
O -1.93 -2.55 -0.07
C -2.90 -2.04 0.62
N -3.76 -1.57 1.23
H -2.56 -2.13 -4.27
H -2.43 -3.15 -2.84
H -0.98 -2.44 -3.58
H -3.09 -1.10 -1.86
H -2.24 -0.15 -3.08
H 1.00 2.46 -2.85
H -0.34 2.43 -3.99
H -0.82 2.26 -0.99
H -2.53 3.04 -3.38
H -2.89 3.54 -1.72
H -2.89 1.84 -2.11
H -0.97 4.70 -2.24
H 2.38 1.09 -2.58
H 3.34 0.42 -1.27
H 1.67 2.99 -1.11
H 3.39 2.83 -1.22
H 2.49 3.41 1.00
H 1.86 1.78 1.17
C -1.76 -4.95 2.81
O -0.47 -5.14 2.25
H -1.90 -5.70 3.59
H -1.85 -3.95 3.27
H -2.55 -5.07 2.07
H -0.34 -4.45 1.59
C 4.98 5.40 -0.48
O 3.57 5.32 -0.32
H 5.37 4.39 -0.38
H 5.25 5.78 -1.47
H 5.44 6.02 0.29
H 3.21 6.20 -0.40
C -2.56 -4.34 6.77
O -2.37 -5.64 7.32
H -3.10 -3.75 7.51
H -1.60 -3.85 6.56
H -3.15 -4.38 5.85
H -1.89 -6.17 6.69
*
```

Output
Energy relative to the best compared isomer or geometry (same formula, charge and spin)   0.0 kJ/mol
Gap between HOMO and LUMO   8.283 eV
E_HOMO   -9.2 eV
F_max   0.6 eV Å⁻¹

---

This record from OMol25 describes a cluster of 4 separate species, C18H30ClN3O6S in total. The level of theory is wB97M-V/def2-TZVPD.

The geometry in ORCA input format:
```
! wB97M-V def2-TZVPD RIJCOSX def2/J DEFGRID3
* xyz 0 1
C 4.33 -0.78 0.47
C 3.43 -2.12 0.06
O 1.97 -1.88 0.12
C 1.46 -1.43 -1.22
O 2.09 -0.21 -1.80
S 1.13 1.21 -1.51
O 1.28 2.32 -2.60
O 1.43 1.82 -0.09
O -0.37 0.34 -1.57
C -0.04 -0.87 -0.79
C -1.26 -1.93 -0.53
C -2.08 -1.36 0.80
O -2.49 -2.24 1.72
Cl -2.41 0.47 1.08
H 3.87 -0.36 1.49
H 4.30 0.05 -0.36
H 5.45 -1.08 0.72
H 3.65 -2.95 0.88
H 3.78 -2.51 -1.01
H 1.51 -2.24 -2.09
H 0.16 -0.46 0.30
H -2.02 -1.92 -1.43
H -0.91 -3.02 -0.25
C 4.18 3.82 -0.71
C 5.47 4.59 -0.43
C 6.57 3.71 0.16
C 6.11 3.12 1.48
N 5.72 2.63 2.58
H 3.75 3.42 0.21
H 3.43 4.49 -1.15
H 4.36 2.99 -1.40
H 5.25 5.42 0.26
H 5.83 5.03 -1.36
H 7.48 4.30 0.33
H 6.82 2.89 -0.53
C -3.95 -1.08 4.14
C -3.09 -1.21 5.39
C -3.80 -1.93 6.54
C -5.05 -1.16 6.93
N -6.08 -0.52 7.26
H -4.85 -0.48 4.33
H -3.39 -0.58 3.34
H -4.26 -2.06 3.78
H -2.78 -0.20 5.72
H -2.17 -1.75 5.14
H -3.13 -2.01 7.40
H -4.08 -2.95 6.23
C -4.37 0.52 -4.66
C -4.14 -0.65 -5.61
C -3.87 -1.96 -4.87
C -2.62 -1.83 -4.02
N -1.58 -1.72 -3.31
H -3.48 0.73 -4.05
H -4.58 1.44 -5.23
H -5.21 0.33 -3.99
H -3.29 -0.41 -6.27
H -5.02 -0.77 -6.24
H -3.73 -2.77 -5.60
H -4.72 -2.23 -4.23
*
```

Output
SMILES string   CCO[C@@H]1OS(=O)(=O)O[C@H]1CC(=O)Cl.CCCC#N.CCCC#N.CCCC#N
Energy relative to the best compared isomer or geometry (same formula, charge and spin)   648.0 kJ/mol
Gap between HOMO and LUMO   10.523 eV
E_HOMO   -10.7 eV
F_max   10.4 eV Å⁻¹

---

This record from OMol25 describes an isolated molecule of C18H30INO9S. The level of theory is wB97M-V/def2-TZVPD.

The geometry in ORCA input format:
```
! wB97M-V def2-TZVPD RIJCOSX def2/J DEFGRID3
* xyz 0 1
C -3.53 5.46 2.45
O -4.59 4.75 3.06
C -4.55 3.36 2.82
C -4.90 2.97 1.38
C -4.36 1.60 0.98
C -2.84 1.57 0.83
C -2.32 0.21 0.39
C -0.91 0.28 -0.21
C -0.38 -1.09 -0.63
C 1.12 -1.30 -0.45
C 1.69 -2.30 -1.47
C 1.63 -1.76 -2.91
C 2.90 -2.00 -3.75
C 3.36 -0.70 -4.38
O 4.44 -0.94 -5.31
C 5.66 -0.79 -4.74
O 6.45 -1.67 -4.62
C 1.45 -1.65 1.02
C 2.85 -1.11 1.35
O 3.02 -1.11 2.77
N 4.05 -0.12 3.13
O 3.62 0.64 3.87
C 1.47 -3.15 1.37
C 0.11 -3.80 1.56
O -0.52 -3.75 2.54
I -0.68 -4.99 -0.09
O 0.45 -1.09 1.88
S 0.47 0.54 2.10
O -0.62 0.74 3.02
O 0.01 1.03 0.63
H -3.39 6.39 3.00
H -3.75 5.71 1.41
H -2.60 4.88 2.47
H -3.57 2.97 3.11
H -5.28 2.91 3.50
H -4.53 3.72 0.67
H -5.99 2.98 1.29
H -4.80 1.35 0.01
H -4.72 0.83 1.68
H -2.58 2.30 0.06
H -2.34 1.89 1.75
H -2.96 -0.13 -0.44
H -2.34 -0.51 1.21
H -0.99 0.89 -1.11
H -0.62 -1.23 -1.68
H -0.94 -1.87 -0.10
H 1.65 -0.37 -0.66
H 1.19 -3.26 -1.39
H 2.75 -2.45 -1.22
H 1.43 -0.69 -2.86
H 0.76 -2.19 -3.42
H 2.66 -2.67 -4.58
H 3.70 -2.44 -3.15
H 3.69 0.02 -3.62
H 2.56 -0.24 -4.96
H 5.88 0.25 -4.44
H 3.59 -1.78 0.90
H 2.99 -0.11 0.94
H 1.91 -3.23 2.37
H 2.10 -3.72 0.68
*
```

Output
Gap between HOMO and LUMO   8.968 eV
E_HOMO   -9.5 eV
F_max   0.6 eV Å⁻¹

---

This record from OMol25 describes an isolated molecule of C18H30N2O3. The level of theory is wB97M-V/def2-TZVPD.

The geometry in ORCA input format:
```
! wB97M-V def2-TZVPD RIJCOSX def2/J DEFGRID3
* xyz 0 1
C -0.05 -3.94 -0.36
H 0.23 -4.91 0.03
O 0.09 -3.03 0.71
C -0.13 -1.70 0.38
C -1.17 -1.05 1.03
C -1.48 0.28 0.75
C -0.72 0.94 -0.21
C 0.33 0.31 -0.83
C 0.66 -1.00 -0.53
O 1.74 -1.57 -1.19
C 2.76 -2.10 -0.36
H 3.39 -2.71 -1.01
H 2.35 -2.74 0.44
C 3.63 -1.02 0.30
O 4.23 -1.24 1.33
N 3.65 0.13 -0.39
H 3.10 0.15 -1.23
C 4.31 1.37 0.02
C 4.02 2.41 -1.06
H 4.39 2.07 -2.02
H 2.95 2.60 -1.14
H 4.51 3.34 -0.81
C 5.81 1.12 0.14
H 5.99 0.34 0.87
H 6.32 2.03 0.46
H 6.22 0.80 -0.81
C 3.73 1.82 1.36
H 3.92 1.06 2.12
H 4.19 2.75 1.68
H 2.65 1.96 1.28
H 0.92 0.84 -1.57
H -0.95 1.97 -0.45
C -2.64 0.97 1.43
N -3.71 1.42 0.56
H -3.34 2.06 -0.14
C -4.57 0.45 -0.11
C -5.17 -0.52 0.92
H -5.56 0.04 1.77
H -4.43 -1.23 1.27
H -5.99 -1.08 0.47
C -5.71 1.27 -0.73
H -6.44 0.62 -1.21
H -6.20 1.86 0.04
H -5.31 1.95 -1.48
C -3.87 -0.35 -1.22
H -4.59 -0.97 -1.75
H -3.10 -1.00 -0.80
H -3.40 0.32 -1.93
H -2.26 1.87 1.93
H -3.06 0.32 2.19
H -1.74 -1.61 1.75
H -1.09 -3.97 -0.70
H 0.59 -3.69 -1.21
*
```

Output
SMILES string   COc1cc(CNC(C)(C)C)ccc1OCC(=O)NC(C)(C)C
Energy relative to the best compared isomer or geometry (same formula, charge and spin)   0.0 kJ/mol
Gap between HOMO and LUMO   9.251 eV
E_HOMO   -8.6 eV
F_max   0.6 eV Å⁻¹

---

This record from OMol25 describes a structure of composition C18H30N3O2OsSi2. The level of theory is wB97M-V/def2-TZVPD.

The geometry in ORCA input format:
```
! wB97M-V def2-TZVPD RIJCOSX def2/J DEFGRID3
* xyz 1 5
Os -0.14 0.58 -0.52
C 3.15 -0.16 -1.78
Si 1.89 -0.84 -0.58
C 1.38 -2.56 -1.13
C 2.56 -0.89 1.16
C 3.90 -1.21 1.42
C 4.37 -1.31 2.72
C 3.51 -1.07 3.78
C 2.18 -0.74 3.54
C 1.70 -0.64 2.23
Si -0.08 -0.21 1.84
C -1.20 -1.70 2.11
C -0.69 1.20 2.91
H 3.93 -0.91 -1.93
H 3.63 0.74 -1.39
H 2.71 0.07 -2.75
H 2.27 -3.20 -1.17
H 0.95 -2.57 -2.14
H 0.69 -3.01 -0.42
H 4.58 -1.39 0.59
H 5.41 -1.56 2.90
H 3.87 -1.14 4.80
H 1.53 -0.55 4.39
H -1.18 -1.96 3.17
H -0.86 -2.57 1.55
H -2.24 -1.50 1.83
H -0.44 1.01 3.96
H -1.77 1.30 2.84
H -0.24 2.16 2.64
C -5.00 1.33 -0.86
N -4.24 0.10 -1.13
C -4.84 -1.07 -1.47
C -4.13 -2.19 -1.72
C -2.71 -2.10 -1.61
N -2.13 -0.95 -1.29
C -2.87 0.14 -1.03
O -2.29 1.19 -0.68
N -1.94 -3.16 -1.83
H -6.05 1.09 -0.90
H -4.76 2.08 -1.60
H -4.74 1.70 0.13
H -5.92 -1.04 -1.53
H -4.63 -3.11 -1.98
H -2.33 -4.05 -2.09
H -0.93 -3.07 -1.76
C 1.70 3.16 -0.19
C 1.41 2.93 -1.66
C 0.82 4.14 -2.35
O 0.48 1.84 -1.83
H 2.45 3.95 -0.07
H 2.11 2.27 0.29
H 0.80 3.47 0.34
H 2.33 2.62 -2.17
H -0.08 4.48 -1.83
H 0.56 3.91 -3.38
H 1.54 4.96 -2.35
*
```

Output
Energy relative to the best compared isomer or geometry (same formula, charge and spin)   0.0 kJ/mol
Gap between HOMO and LUMO (alpha / beta)   8.079 / 7.317 eV
E_HOMO (alpha / beta)   -10.9 / -11.5 eV
⟨S²⟩   6.02
F_max   0.3 eV Å⁻¹

---

This record from OMol25 describes an isolated molecule of C18H30N4O2. The level of theory is wB97M-V/def2-TZVPD.

The geometry in ORCA input format:
```
! wB97M-V def2-TZVPD RIJCOSX def2/J DEFGRID3
* xyz 0 1
C -5.07 -2.60 0.13
C -4.89 -1.98 -1.26
C -5.92 -0.90 -1.58
C -5.58 0.47 -1.01
N -5.59 0.48 0.45
H -6.53 0.26 0.77
C -5.14 1.74 1.01
C -3.62 1.89 0.94
O -3.08 2.97 0.96
N -3.00 0.68 0.89
C -1.65 0.38 0.81
C -0.65 1.35 0.85
C 0.68 0.98 0.77
C 1.04 -0.36 0.66
C 0.05 -1.33 0.62
C -1.28 -0.96 0.70
H -2.05 -1.72 0.67
H 0.32 -2.37 0.53
N 2.40 -0.67 0.59
C 3.01 -1.87 0.48
O 2.47 -2.95 0.41
C 4.53 -1.72 0.43
N 4.98 -0.50 1.08
H 4.87 -0.61 2.09
C 6.34 -0.10 0.77
C 6.43 0.60 -0.58
C 5.60 1.88 -0.62
C 5.69 2.56 -1.98
H 5.09 3.47 -1.99
H 6.72 2.83 -2.21
H 5.32 1.91 -2.77
H 5.95 2.56 0.15
H 4.56 1.63 -0.41
H 6.09 -0.08 -1.37
H 7.48 0.84 -0.78
H 7.03 -0.97 0.78
H 6.67 0.59 1.55
H 4.81 -1.67 -0.63
H 4.99 -2.64 0.84
H 3.05 0.12 0.66
H 1.44 1.74 0.81
H -0.93 2.39 0.94
H -3.65 -0.10 0.85
H -5.59 2.62 0.52
H -5.42 1.78 2.06
H -6.28 1.22 -1.42
H -4.57 0.76 -1.34
H -6.00 -0.79 -2.66
H -6.90 -1.21 -1.21
H -4.97 -2.78 -2.00
H -3.89 -1.56 -1.34
H -6.03 -3.11 0.18
H -5.05 -1.84 0.90
H -4.29 -3.33 0.32
*
```

Output
SMILES string   CCCCNCC(=O)Nc1ccc(NC(=O)CNCCCC)cc1
Energy relative to the best compared isomer or geometry (same formula, charge and spin)   17.4 kJ/mol
Gap between HOMO and LUMO   8.603 eV
E_HOMO   -7.8 eV
F_max   0.5 eV Å⁻¹

---

This record from OMol25 describes a structure of composition C18H30NO5P2PbS. The level of theory is wB97M-V/def2-TZVPD.

The geometry in ORCA input format:
```
! wB97M-V def2-TZVPD RIJCOSX def2/J DEFGRID3
* xyz 1 1
Pb -0.42 0.74 -0.32
P 0.29 1.91 2.05
C 1.60 3.17 1.88
C 2.76 2.63 1.08
N 2.54 1.64 0.20
C 3.59 1.17 -0.50
C 4.88 1.69 -0.36
C 5.11 2.73 0.54
C 4.02 3.20 1.28
C 3.38 0.04 -1.48
P 1.65 -0.07 -2.06
H 4.11 4.00 2.01
H 5.67 1.27 -0.97
H 6.10 3.16 0.66
H 4.02 0.19 -2.37
H 3.63 -0.93 -1.01
H 1.15 4.04 1.35
H 1.93 3.46 2.89
H -1.02 4.48 -2.84
O -0.55 5.07 -2.23
H -0.37 5.86 -2.78
H -1.71 1.09 -4.39
O -1.70 1.90 -4.95
H -2.23 1.64 -5.73
C 1.72 0.93 -3.58
H 2.49 0.53 -4.25
H 0.74 0.94 -4.07
H 1.96 1.97 -3.31
C 1.52 -1.77 -2.68
H 0.52 -1.88 -3.13
H 2.30 -1.96 -3.43
H 1.60 -2.47 -1.84
C 0.76 0.99 3.55
H 0.88 1.70 4.38
H 0.00 0.24 3.78
H 1.71 0.46 3.37
C -1.16 2.85 2.60
H -1.99 2.15 2.75
H -0.92 3.38 3.53
H -1.44 3.57 1.82
C -5.45 -5.61 0.64
C -4.32 -4.64 0.80
C -3.34 -4.89 1.76
C -2.31 -3.97 1.98
C -2.29 -2.79 1.23
C -3.23 -2.57 0.21
C -4.24 -3.50 0.01
S -1.10 -1.53 1.55
O -1.90 -0.26 1.31
O -0.61 -1.70 2.89
O -0.05 -1.62 0.47
H -5.07 -6.61 0.40
H -6.01 -5.69 1.58
H -6.13 -5.29 -0.14
H -3.40 -5.82 2.34
H -1.53 -4.19 2.70
H -3.17 -1.69 -0.43
H -4.98 -3.34 -0.77
*
```

Output
Gap between HOMO and LUMO   8.293 eV
E_HOMO   -11.2 eV
F_max   1.5 eV Å⁻¹

---

This record from OMol25 describes a structure of composition C18H30NO5P2STl. The level of theory is wB97M-V/def2-TZVPD.

The geometry in ORCA input format:
```
! wB97M-V def2-TZVPD RIJCOSX def2/J DEFGRID3
* xyz 2 1
Tl 0.07 -1.40 -0.10
P -2.00 0.03 -1.79
C -1.71 -0.03 -3.60
C -0.36 0.60 -3.93
N 0.59 0.64 -2.99
C 1.78 1.17 -3.28
C 2.07 1.68 -4.56
C 1.10 1.63 -5.55
C -0.14 1.08 -5.23
C 2.86 1.22 -2.21
P 2.59 -0.04 -0.90
H -0.95 1.00 -5.95
H 3.06 2.09 -4.73
H 1.30 2.00 -6.55
H 3.84 1.08 -2.69
H 2.84 2.22 -1.72
H -1.68 -1.10 -3.90
H -2.51 0.51 -4.14
H 0.80 -4.86 -2.35
O 0.30 -4.67 -3.17
H 0.67 -5.32 -3.81
H 2.85 -3.98 0.75
O 3.08 -4.78 0.24
H 3.58 -5.32 0.87
C 3.65 -1.40 -1.52
H 4.68 -1.07 -1.69
H 3.63 -2.23 -0.80
H 3.22 -1.77 -2.46
C 3.56 0.60 0.50
H 3.52 -0.16 1.29
H 4.60 0.81 0.24
H 3.06 1.51 0.87
C -2.84 1.64 -1.60
H -3.70 1.72 -2.28
H -3.16 1.75 -0.55
H -2.12 2.43 -1.80
C -3.40 -1.14 -1.58
H -3.66 -1.09 -0.51
H -4.26 -0.85 -2.21
H -3.05 -2.15 -1.83
C -1.83 0.66 7.78
C -1.66 0.78 6.29
C -2.07 1.95 5.65
C -1.96 2.08 4.27
C -1.46 1.01 3.51
C -1.02 -0.16 4.15
C -1.12 -0.27 5.54
S -1.27 1.10 1.74
O -1.99 -0.11 1.26
O -1.90 2.35 1.39
O 0.17 0.98 1.46
H -1.27 1.47 8.29
H -2.89 0.77 8.04
H -1.46 -0.31 8.13
H -2.46 2.77 6.27
H -2.24 3.01 3.80
H -0.57 -0.96 3.59
H -0.77 -1.16 6.06
*
```

Output
Energy relative to the best compared isomer or geometry (same formula, charge and spin)   0.0 kJ/mol
Gap between HOMO and LUMO (alpha / beta)   2.618 / 3.047 eV
E_HOMO (alpha / beta)   -13.2 / -13.3 eV
F_max   3.5 eV Å⁻¹

---

> Which formula does entry 2 have?

C18H30ClN3O6S

---

> The lowest F_max belongs to which entry?

C18H30N3O2OsSi2

---

Repeat the seventh record exactly.
This record from OMol25 describes a structure of composition C18H30NO5P2PbS. The level of theory is wB97M-V/def2-TZVPD.

The geometry in ORCA input format:
```
! wB97M-V def2-TZVPD RIJCOSX def2/J DEFGRID3
* xyz 1 1
Pb -0.42 0.74 -0.32
P 0.29 1.91 2.05
C 1.60 3.17 1.88
C 2.76 2.63 1.08
N 2.54 1.64 0.20
C 3.59 1.17 -0.50
C 4.88 1.69 -0.36
C 5.11 2.73 0.54
C 4.02 3.20 1.28
C 3.38 0.04 -1.48
P 1.65 -0.07 -2.06
H 4.11 4.00 2.01
H 5.67 1.27 -0.97
H 6.10 3.16 0.66
H 4.02 0.19 -2.37
H 3.63 -0.93 -1.01
H 1.15 4.04 1.35
H 1.93 3.46 2.89
H -1.02 4.48 -2.84
O -0.55 5.07 -2.23
H -0.37 5.86 -2.78
H -1.71 1.09 -4.39
O -1.70 1.90 -4.95
H -2.23 1.64 -5.73
C 1.72 0.93 -3.58
H 2.49 0.53 -4.25
H 0.74 0.94 -4.07
H 1.96 1.97 -3.31
C 1.52 -1.77 -2.68
H 0.52 -1.88 -3.13
H 2.30 -1.96 -3.43
H 1.60 -2.47 -1.84
C 0.76 0.99 3.55
H 0.88 1.70 4.38
H 0.00 0.24 3.78
H 1.71 0.46 3.37
C -1.16 2.85 2.60
H -1.99 2.15 2.75
H -0.92 3.38 3.53
H -1.44 3.57 1.82
C -5.45 -5.61 0.64
C -4.32 -4.64 0.80
C -3.34 -4.89 1.76
C -2.31 -3.97 1.98
C -2.29 -2.79 1.23
C -3.23 -2.57 0.21
C -4.24 -3.50 0.01
S -1.10 -1.53 1.55
O -1.90 -0.26 1.31
O -0.61 -1.70 2.89
O -0.05 -1.62 0.47
H -5.07 -6.61 0.40
H -6.01 -5.69 1.58
H -6.13 -5.29 -0.14
H -3.40 -5.82 2.34
H -1.53 -4.19 2.70
H -3.17 -1.69 -0.43
H -4.98 -3.34 -0.77
*
```

Output
Gap between HOMO and LUMO   8.293 eV
E_HOMO   -11.2 eV
F_max   1.5 eV Å⁻¹